# 1
ORCA calculation (ωB97M-V/def2-TZVPD) on a structure of composition C21H41O3OsP3 at a distorted geometry.

As for the total energy: -58870.85513 eV. Its HOMO-LUMO gap (alpha / beta) is 6.26 / 4.97 eV. Its expectation value of S² is 6.027. Its multiplicity is 5. The calculation puts the lowest unoccupied orbital energy (alpha / beta) at -12.771 / -16.932 eV. As for the relative energy (zero: lowest compared OMol25 entry of this formula, charge and spin): 65.5 kcal per mole. Its HOMO energy (alpha / beta) is -19.03 / -21.91 eV. As for the total charge: +4.

Geometry as XYZ:
```
69
C21H41O3OsP3 ωB97M-V/def2-TZVPD
P -0.119 1.606 1.962
C 1.512 1.874 2.730
H 1.359 2.445 3.656
H 2.198 2.417 2.069
H 1.965 0.910 2.980
C -0.702 3.324 1.857
H -1.784 3.381 1.742
H -0.215 3.758 0.978
H -0.402 3.863 2.763
C -0.985 0.948 3.440
H -1.002 1.710 4.227
H -0.449 0.065 3.795
H -2.008 0.661 3.191
P -1.021 -2.585 0.292
C 0.331 -3.739 0.758
H -0.053 -4.769 0.723
H 0.681 -3.512 1.773
H 1.156 -3.620 0.049
C -2.167 -2.975 1.664
H -3.192 -2.641 1.482
H -1.779 -2.483 2.570
H -2.180 -4.059 1.826
C -1.615 -3.373 -1.252
H -1.974 -4.385 -1.029
H -0.773 -3.430 -1.953
H -2.419 -2.802 -1.722
P 0.087 0.881 -2.367
C 1.694 0.667 -3.199
H 1.688 1.271 -4.115
H 1.862 -0.382 -3.462
H 2.498 1.000 -2.544
C -0.883 0.170 -3.744
H -0.492 0.525 -4.707
H -1.939 0.431 -3.681
H -0.766 -0.918 -3.682
C -0.112 2.673 -2.408
H -0.100 3.002 -3.458
H 0.719 3.133 -1.864
H -1.054 2.968 -1.936
Os -0.389 -0.306 -0.157
C 0.726 -0.731 1.294
O 1.510 -1.083 2.096
C 0.995 -1.211 -1.043
O 1.880 -1.832 -1.500
C -2.916 -0.066 -1.484
C -2.769 1.334 -1.436
C -2.687 1.970 -0.199
C -2.955 1.262 0.969
C -3.126 -0.122 0.931
C -3.187 -0.775 -0.314
H -3.028 -0.573 -2.446
H -2.775 1.925 -2.344
H -2.509 3.050 -0.155
H -3.107 1.786 1.914
H -3.387 -0.656 1.840
H -3.603 -1.781 -0.401
C 4.830 1.341 0.793
C 4.368 2.716 0.276
C 2.988 2.473 -0.373
O 2.692 1.055 -0.299
C 3.896 0.351 0.116
H 5.864 1.143 0.520
H 4.782 1.285 1.886
H 5.059 3.117 -0.475
H 4.334 3.454 1.085
H 2.182 3.010 0.140
H 2.984 2.825 -1.417
H 4.370 -0.099 -0.782
H 3.614 -0.484 0.776
```

Atomic partial charges in e from the natural (NBO) method, atoms 1 to 8: atom 1 (P): 1.1122, atom 2 (C): -0.9593, atom 3 (H): 0.3043, atom 4 (H): 0.2309, atom 5 (H): 0.2677, atom 6 (C): -0.9411, atom 7 (H): 0.2584, atom 8 (H): 0.2476

---

# 2
ORCA calculation (ωB97M-V/def2-TZVPD) on a cluster of 3 separate species, C21H42B2ClF2IN2O9P in total at a distorted geometry.

As for the total energy: -80574.02731 eV. Its HOMO-LUMO gap (alpha / beta) is 6.65 / 6.08 eV. Its expectation value of S² is 2.008. Its multiplicity is 3. The calculation puts the lowest unoccupied orbital energy (alpha / beta) at 1.886 / 1.320 eV. Its HOMO energy (alpha / beta) is -4.76 / -4.76 eV. As for the total charge: -1.

Geometry as XYZ:
```
81
C21H42B2ClF2IN2O9P ωB97M-V/def2-TZVPD
O -2.854 -5.893 -3.794
P -2.089 -5.448 -4.945
O -0.550 -5.879 -4.838
O -2.677 -6.234 -6.234
C -2.269 -3.666 -5.326
Cl -0.847 -2.814 -4.446
O -2.097 -3.266 -6.588
B -2.871 -2.042 -6.851
F -3.601 -2.187 -8.021
F -2.022 -0.925 -6.919
O -3.749 -1.875 -5.678
C -3.590 -2.877 -4.807
I -3.072 -2.168 -2.756
C -4.872 -3.666 -4.515
B -5.395 -4.597 -5.682
O -6.119 -5.736 -5.311
O -5.161 -4.389 -7.021
H 0.037 -5.110 -4.899
H -1.956 -6.339 -6.868
H -5.649 -2.908 -4.362
H -4.821 -4.205 -3.580
H -5.639 -6.507 -5.629
H -6.019 -4.354 -7.456
C -0.952 2.377 1.535
C -2.196 1.512 1.251
C -3.226 1.723 2.362
C -2.824 1.054 3.674
C -2.547 -0.431 3.448
C -1.528 -0.694 2.337
N -1.818 0.081 1.097
O -2.773 -0.516 0.468
C -0.111 -0.366 2.849
C -1.490 -2.196 2.058
C -2.746 2.081 -0.056
H -1.227 3.433 1.536
H -0.489 2.195 2.501
H -0.194 2.234 0.764
H -4.196 1.324 2.047
H -3.376 2.793 2.527
H -1.950 1.549 4.106
H -3.629 1.167 4.404
H -2.197 -0.882 4.380
H -3.492 -0.927 3.204
H 0.602 -0.318 2.025
H 0.241 -1.138 3.534
H -0.052 0.563 3.411
H -2.466 -2.594 1.788
H -1.165 -2.733 2.950
H -0.792 -2.428 1.252
H -2.049 1.919 -0.878
H -2.902 3.156 0.043
H -3.704 1.645 -0.331
C 5.432 2.804 4.251
C 4.642 1.870 3.316
C 5.607 1.193 2.340
C 6.121 2.145 1.264
C 4.948 2.790 0.531
C 3.948 3.473 1.470
N 3.564 2.619 2.625
O 2.704 1.741 2.187
C 4.539 4.804 1.973
C 2.723 3.888 0.654
C 4.065 0.812 4.257
H 6.146 2.223 4.836
H 6.019 3.559 3.737
H 4.764 3.309 4.950
H 5.109 0.350 1.851
H 6.451 0.769 2.889
H 6.773 2.907 1.701
H 6.737 1.593 0.551
H 5.324 3.517 -0.193
H 4.437 2.016 -0.051
H 3.961 5.198 2.810
H 4.514 5.553 1.182
H 5.583 4.735 2.272
H 2.259 3.047 0.142
H 3.010 4.604 -0.115
H 1.971 4.360 1.290
H 3.348 1.255 4.951
H 4.863 0.360 4.846
H 3.569 0.004 3.723
```

Atomic partial charges in e from the Mulliken method, atoms 1 to 8: atom 1 (O): -0.6541, atom 2 (P): 0.9267, atom 3 (O): -0.5493, atom 4 (O): -0.4883, atom 5 (C): 0.6734, atom 6 (Cl): -0.2671, atom 7 (O): -0.5040, atom 8 (B): 0.6292